No. 1
# H20O10

A 10-piece molecular cluster, H20O10 overall (ωB97M-V/def2-TZVPD, the OMol25 dataset).

Element x y z (Å)
O1 -6.5262 20.2578 -26.7928
H1 -6.4074 21.0925 -27.2629
H2 -6.2401 19.5770 -27.4143
O2 -3.6291 18.6108 -25.2214
H3 -3.3239 18.8582 -24.3421
H4 -4.5409 18.3062 -25.0792
O3 -6.7765 25.3103 -24.6067
H5 -7.5284 25.8975 -24.4664
H6 -6.6185 24.9022 -23.7502
O4 -2.7080 24.8212 -23.7435
H7 -2.8824 25.1516 -22.8572
H8 -3.3931 24.1615 -23.9185
O5 -4.9705 23.3634 -22.0473
H9 -4.7165 24.2823 -21.8979
H10 -5.8894 23.3120 -21.7436
O6 -6.3341 17.7976 -24.5226
H11 -7.0366 18.4718 -24.4619
H12 -6.4139 17.2820 -23.7131
O7 -8.2516 19.9633 -24.5835
H13 -9.1666 19.7742 -24.8188
H14 -7.8052 20.1439 -25.4415
O8 -4.3331 20.3227 -21.6672
H15 -4.7324 21.2042 -21.6563
H16 -4.3366 20.0374 -20.7464
O9 -5.0356 21.7885 -24.4617
H17 -5.5303 20.9669 -24.3420
H18 -5.2210 22.3132 -23.6687
O10 -2.4424 21.9871 -26.0070
H19 -2.1254 21.2899 -25.4272
H20 -3.3851 21.8024 -26.0984

Cartesian forces (eV/Å) of the 2 atoms listed first:
O -0.0994 0.0581 -0.2721
H 0.0541 -0.0392 0.1844

Output
LUMO level: -0.01296 Ha
Energy: -764.3798 Eh
Total charge: 0
SMILES: O.O.O.O.O.O.O.O.O.O

---

No. 2
# H20O10

A 10-piece molecular cluster, H20O10 overall (ωB97M-V/def2-TZVPD, the OMol25 dataset).

Element x y z (Å)
H1 0.5166 -0.4679 -0.3549
H2 1.1713 0.8968 -0.2168
H3 -1.6165 -3.4589 -1.0335
H4 -0.3016 -3.4314 -1.7953
H5 -1.1345 1.9788 1.6524
H6 -1.2199 2.2920 0.1676
H7 0.0567 -3.1495 2.1986
H8 1.1685 -2.6495 3.1064
H9 5.5128 1.3381 -1.7003
H10 4.0757 0.8676 -1.5466
H11 -3.3522 0.9050 1.4752
H12 -4.8026 1.3321 1.3201
H13 2.6232 1.1041 3.1112
H14 1.4667 0.1658 2.8078
H15 1.3368 -2.4395 -1.6300
H16 2.4453 -2.1540 -2.6299
H17 -3.2111 -1.3358 -0.4712
H18 -3.5893 -1.3390 -1.9433
H19 -0.6916 3.6843 -0.6508
H20 -1.1166 4.8227 -1.5638
O1 1.3696 -0.0463 -0.2013
O2 -1.2410 -3.2394 -1.8936
O3 -0.9598 1.5984 0.7842
O4 0.5585 -3.3861 2.9868
O5 4.8115 1.2386 -1.0466
O6 -3.9382 1.4110 0.9011
O7 1.7104 0.9184 3.3585
O8 1.6088 -1.8048 -2.3024
O9 -3.4297 -0.7453 -1.2010
O10 -0.4073 4.1853 -1.4235

Cartesian forces (eV/Å) of the 2 atoms listed first:
H 0.0464 0.2537 -0.1423
H -0.1351 -0.0814 0.1844

Output
LUMO level: -0.00972 Ha
Energy: -764.3324 Eh
Total charge: 0
SMILES: O.O.O.O.O.O.O.O.O.O

---

No. 3
# H20O10

A 10-piece molecular cluster, H20O10 overall (ωB97M-V/def2-TZVPD, the OMol25 dataset).

Element x y z (Å)
H1 0.0339 0.3340 -0.1686
H2 0.7137 1.5060 0.5200
H3 2.8706 -2.4030 -3.4542
H4 2.0505 -1.1980 -3.0236
H5 -0.4731 -3.3323 -2.9805
H6 0.7928 -3.5812 -2.1770
H7 -1.6507 3.6943 0.5831
H8 -2.0470 2.2275 0.6212
H9 0.2408 0.3284 4.6564
H10 -1.0712 0.3999 5.4204
H11 -2.7078 0.7190 -0.1501
H12 -4.1728 0.3287 -0.0423
H13 -3.1653 -2.4515 -0.5940
H14 -2.1141 -1.5359 0.0117
H15 3.6283 -0.4989 1.2474
H16 4.2639 0.7353 0.6287
H17 -3.1325 0.2525 -4.3767
H18 -2.0898 -0.5570 -3.6234
H19 3.9065 1.7253 2.6912
H20 4.4643 3.1325 2.8280
O1 0.0820 0.7951 0.6764
O2 2.7762 -1.7645 -2.7384
O3 -0.0465 -3.1084 -2.1457
O4 -1.5653 2.8978 1.1190
O5 -0.7123 0.3883 4.5259
O6 -3.4825 0.8231 0.4138
O7 -2.2940 -2.0769 -0.7655
O8 3.4916 0.1627 0.5599
O9 -2.9949 -0.2327 -3.5554
O10 4.4048 2.2901 3.2926

Cartesian forces (eV/Å) of the 2 atoms listed first:
H 0.2525 -0.1290 0.0713
H -0.1484 -0.0059 0.1308

Output
LUMO level: 0.00497 Ha
Energy: -764.3350 Eh
Total charge: 0
SMILES: O.O.O.O.O.O.O.O.O.O

---

No. 4
# H20O10

H20O10 as an isolated structure at a distorted geometry (ωB97M-V/def2-TZVPD, the OMol25 dataset).

Element x y z (Å)
O1 0.5180 -0.0158 0.3418
H1 -0.3130 0.4555 0.2836
H2 0.4554 -0.6964 -0.3284
O2 0.6708 -1.1332 -2.9784
H3 0.2915 -0.7725 -2.1770
H4 1.5609 -0.7819 -3.0019
O3 -2.1497 2.1186 -0.2087
H5 -2.0635 1.5040 -0.9375
H6 -1.2485 2.3295 0.0353
O4 -1.8631 -0.0328 1.3556
H7 -2.2317 0.8317 1.1735
H8 -2.5120 -0.6474 1.0129
O5 1.7751 1.9457 0.4719
H9 2.4695 1.5175 0.9726
H10 1.3060 1.2266 0.0487
O6 -0.5757 -0.6130 2.9155
H11 0.2413 -0.1143 2.9221
H12 -1.0014 -0.3653 2.0948
O7 -1.6256 2.1709 2.0393
H13 -1.1310 2.9721 2.2118
H14 -1.1447 1.7393 1.3331
O8 -0.5994 -0.8994 -1.2261
H15 -1.1832 -0.2082 -1.5389
H16 -0.9012 -1.6895 -1.6744
O9 1.1137 -2.3939 -0.8095
H17 1.2306 -3.3437 -0.7910
H18 0.7997 -2.1736 0.0675
O10 3.0549 -1.1417 -1.2482
H19 2.2740 -1.5268 -0.8506
H20 2.7823 -0.2621 -1.5094

Cartesian forces (eV/Å) of the 2 atoms listed first:
O 1.8230 0.4547 1.7778
H -0.0642 -0.7298 0.2947

Output
LUMO level: -0.02819 Ha
Energy: -764.1151 Eh
Total charge: 0

---

Relative energy (zero: lowest compared OMol25 entry of this formula, charge and spin)
In order: 268.0; 392.6; 385.7; 963.2
Unit: kJ/mol
Gap between HOMO and LUMO
In order: 9.8; 10.7; 10.3; 8.8
Unit: eV